(1)
The following is a quantum chemistry calculation of a cluster of 2 separate species, C4H5BrO2 in total at a distorted geometry, from the OMol25 dataset.

Geometry as XYZ:
```
12
C4H5BrO2 (ωB97M-V with the def2-TZVPD basis set)
C -3.5232 -1.7835 -0.2446
C -1.7278 -0.2418 -0.4178
C 0.4497 0.8809 0.5127
C -0.3579 -0.3542 0.1043
O -3.5120 -2.2649 -1.3005
O -3.5950 -1.5688 0.8851
Br -2.7071 1.2879 -0.0519
H 0.2484 1.6054 -0.3049
H 1.4290 0.6308 0.4977
H 0.2368 1.3553 1.4694
H -0.4505 -0.8824 1.0132
H 0.1718 -0.9677 -0.6381
```

Properties
LUMO in eV: -0.79
E_HOMO in eV: -8.8
HOMO-LUMO gap in eV: 8.008
2S+1: 1
Net charge: 0

***

(2)
The following is a quantum chemistry calculation of a cluster of 4 separate species, C16H34N2O11 in total at a distorted geometry, from the OMol25 dataset.

Geometry as XYZ:
```
63
C16H34N2O11 (ωB97M-V with the def2-TZVPD basis set)
N -0.8825 -1.2334 -2.8145
C -2.1429 -1.9157 -3.0774
C -3.0489 -1.0637 -3.9757
C -3.8585 -0.0532 -3.1714
O -5.1447 0.2217 -3.7700
C -6.1880 -0.3164 -3.0748
N -6.2367 -1.7246 -2.9997
O -7.0504 0.3980 -2.5927
H -0.9232 -0.6427 -2.0030
H -0.1103 -1.8690 -2.7386
H -1.9291 -2.8575 -3.5608
H -2.6979 -2.1197 -2.1621
H -2.3806 -0.5071 -4.6194
H -3.6914 -1.6646 -4.6034
H -4.0168 -0.4083 -2.1577
H -3.3234 0.8823 -3.1057
H -5.7681 -2.0962 -2.1907
H -5.9071 -2.1628 -3.8444
C 3.9677 1.6796 0.3523
C 4.2981 0.8238 -0.8510
O 4.5277 -0.5488 -0.4885
C 3.4394 -1.2612 -0.2235
O 2.3025 -0.8798 -0.2895
O 3.8295 -2.4852 0.1375
C 2.7589 -3.3495 0.5322
H 4.7482 1.5889 1.1087
H 3.8845 2.7251 0.0575
H 3.0260 1.3752 0.8055
H 5.2306 1.1532 -1.3033
H 3.5201 0.8762 -1.6116
H 1.9987 -3.4064 -0.2425
H 2.3165 -3.0020 1.4644
H 3.1994 -4.3304 0.6836
C -5.9513 3.3730 -2.2190
C -6.3140 2.8748 -0.8370
O -5.7519 3.7198 0.1866
C -6.3698 4.8774 0.3791
O -7.3603 5.2638 -0.1801
O -5.7108 5.5419 1.3315
C -6.2385 6.8391 1.6103
H -4.8680 3.4810 -2.3094
H -6.3008 2.6772 -2.9743
H -6.3944 4.3487 -2.4134
H -5.8797 1.8934 -0.6659
H -7.3906 2.7854 -0.7057
H -7.2981 6.7864 1.8487
H -6.0825 7.5021 0.7610
H -5.6895 7.2139 2.4688
C 7.0089 -2.1317 1.7300
C 5.8524 -2.3573 2.6778
O 6.1713 -3.3243 3.6952
C 6.9567 -2.8883 4.6732
O 7.3817 -1.7720 4.8039
O 7.1752 -3.9035 5.5091
C 8.0527 -3.5922 6.5928
H 7.3329 -3.0791 1.2973
H 6.7073 -1.4624 0.9257
H 7.8606 -1.6928 2.2475
H 5.0135 -2.7752 2.1418
H 5.5250 -1.4273 3.1441
H 7.7026 -2.7203 7.1399
H 9.0621 -3.4183 6.2243
H 8.0493 -4.4589 7.2465
```

Properties
LUMO in eV: 0.40
E_HOMO in eV: -9.6
HOMO-LUMO gap in eV: 10.036
2S+1: 1
Structure (SMILES): NCCCOC(N)=O.CCOC(=O)OC.CCOC(=O)OC.CCOC(=O)OC
Net charge: 0

***

(3)
The following is a quantum chemistry calculation of the molecule C12H15Cl2NO2, from the OMol25 dataset.

Geometry as XYZ:
```
32
C12H15Cl2NO2 (ωB97M-V with the def2-TZVPD basis set)
C -4.9224 -1.9633 0.6921
H -4.3834 -2.9057 0.6152
H -4.6036 -1.4519 1.5969
C -4.6564 -1.0900 -0.5288
N -3.2524 -0.7681 -0.6583
C -2.7753 0.4902 -0.5483
O -3.4902 1.4556 -0.3775
C -1.2629 0.6092 -0.6676
H -1.0475 1.2173 -1.5494
H -0.7912 -0.3652 -0.7898
C -0.7036 1.3081 0.5725
C 0.7936 1.5637 0.4467
H 1.0041 2.1611 -0.4504
H 1.1594 2.1042 1.3297
O 1.4318 0.3030 0.3492
C 2.7697 0.2476 0.1824
C 3.6295 1.3409 0.1474
C 4.9926 1.1683 -0.0270
C 5.5143 -0.1046 -0.1690
C 4.6831 -1.2154 -0.1397
C 3.3265 -1.0320 0.0333
Cl 2.2747 -2.3945 0.0678
H 5.0855 -2.2090 -0.2517
Cl 7.2123 -0.3236 -0.3866
H 5.6448 2.0264 -0.0516
H 3.2420 2.3404 0.2584
H -1.2218 2.2572 0.7120
H -0.8799 0.6848 1.4507
H -2.6113 -1.5398 -0.7516
H -4.9957 -1.5998 -1.4373
H -5.1818 -0.1369 -0.4395
H -5.9845 -2.1780 0.7696
```

Properties
LUMO in eV: 0.60
E_HOMO in eV: -8.7
HOMO-LUMO gap in eV: 9.286
2S+1: 1
Structure (SMILES): CCNC(=O)CCCOc1ccc(Cl)cc1Cl
Net charge: 0

***

(4)
The following is a quantum chemistry calculation of a structure of composition H3NP2S at a distorted geometry, from the OMol25 dataset.

Geometry as XYZ:
```
7
H3NP2S (ωB97M-V with the def2-TZVPD basis set)
N -0.0447 0.4594 -0.2778
P -1.2329 -0.4364 -1.2151
P 1.4133 -0.3407 -0.2281
S -2.8820 -0.2529 -0.0507
H -0.2909 1.1601 0.3373
H 1.9777 0.7212 0.5727
H 1.0595 -1.3108 0.8618
```

Properties
LUMO in eV: -1.35
E_HOMO in eV: -9.1
HOMO-LUMO gap in eV: 7.705
2S+1: 1
Net charge: 0

***

(5)
The following is a quantum chemistry calculation of a structure of composition C21H38N8PSSbSm at a distorted geometry, from the OMol25 dataset.

Geometry as XYZ:
```
71
C21H38N8PSSbSm (ωB97M-V with the def2-TZVPD basis set)
Sm 0.9202 -0.1665 0.5684
C 1.6503 2.0717 2.7013
C 3.0162 1.3961 2.7640
N 3.0603 0.0838 1.9665
C 4.4146 -0.2385 1.3721
C 4.7194 0.6751 0.1728
S 3.2409 1.2969 -0.7249
C 2.8089 3.0840 -0.0621
C 1.4561 3.3501 0.4750
N 0.9563 2.2789 1.3883
H 1.7973 3.0779 3.1873
H 0.9022 1.5524 3.3443
H 3.3115 1.1171 3.8101
H 3.8202 2.0930 2.4188
H 3.0644 -0.6633 2.6749
H 4.3972 -1.2897 1.1368
H 5.1750 -0.1362 2.1472
H 5.3167 0.1679 -0.5668
H 5.3366 1.5456 0.4967
H 2.9908 3.6529 -0.9816
H 3.6546 3.2512 0.6392
H 0.7156 3.3840 -0.2795
H 1.4219 4.2676 1.0793
H -0.0307 2.5063 1.5757
C -2.3367 -4.5901 2.6801
N -1.2856 -3.5680 2.7519
C -0.5026 -3.3380 3.8424
C 0.2437 -2.2052 3.5695
N -0.0256 -1.7316 2.2696
C -1.0659 -2.5361 1.8031
P -1.7909 -2.4965 0.1360
C -0.4668 -2.5454 -1.0800
N 0.7402 -1.9083 -0.9833
C 1.5183 -2.3525 -2.0179
C 0.7893 -3.2678 -2.7738
N -0.4274 -3.4004 -2.1666
C -1.4379 -4.3572 -2.5583
C -2.1943 -0.7086 0.2427
N -1.4399 0.3806 0.2090
C -2.2611 1.4980 0.3205
C -3.5568 1.0610 0.4384
N -3.5376 -0.2975 0.3475
C -4.6943 -1.1754 0.4437
H -2.4683 -4.9932 1.6987
H -3.2448 -4.1075 3.0540
H -2.0655 -5.3610 3.3544
H -0.4225 -4.0906 4.6585
H 0.9991 -1.6655 4.1663
H 2.5008 -1.9093 -2.1690
H 1.0244 -3.8433 -3.6245
H -1.0726 -5.0294 -3.3649
H -2.3313 -3.8176 -2.8930
H -1.7349 -5.0140 -1.7517
H -1.8063 2.5071 0.3371
H -4.4929 1.5848 0.4716
H -5.5746 -0.5327 0.5964
H -4.6633 -1.7080 1.4019
H -4.7590 -1.8745 -0.4394
C -2.2947 3.7553 -2.2249
Sb -0.3531 2.8764 -2.7060
C 0.2944 4.1763 -4.3474
C -1.1904 1.0611 -3.5362
H -2.6408 4.2764 -3.1344
H -2.2605 4.5124 -1.4105
H -2.9990 2.9818 -1.9641
H -0.3991 5.0253 -4.5099
H 0.3018 3.4410 -5.2067
H 1.2716 4.5836 -4.2364
H -1.7653 1.3387 -4.4149
H -1.8487 0.6115 -2.7559
H -0.3892 0.3955 -3.8274
```

Properties
LUMO (spin up / spin down) in eV: -9.22 / -8.51
E_HOMO (spin up / spin down) in eV: -15.0 / -15.0
HOMO-LUMO gap (spin up / spin down) in eV: 5.809 / 6.528
2S+1: 6
Net charge: +3

***

(6)
The following is a quantum chemistry calculation of a structure of composition C2HLuO3 at a distorted geometry, from the OMol25 dataset.

Geometry as XYZ:
```
7
C2HLuO3 (ωB97M-V with the def2-TZVPD basis set)
H 1.8320 1.4323 0.4415
O 1.9496 -0.5734 0.1520
O -2.5029 -0.7464 -0.2378
O -0.2212 0.5513 0.1217
C 1.3219 0.5201 0.0778
C -2.5314 0.2988 0.2221
Lu 0.1519 -1.4827 -0.7773
```

Properties
LUMO in eV: -12.43
E_HOMO in eV: -20.9
HOMO-LUMO gap in eV: 8.424
2S+1: 1
Net charge: +2